# 1
Molecular formula: C48H62BF5N8OS5V
Method: DFT, the ωB97M-V functional and the def2-TZVPD basis

Geometry as XYZ:
```
131
Properties=species:S:1:pos:R:3:lowdin_spin:R:1
V -0.640 1.310 -2.144 2.080
C 3.135 1.486 1.894 -0.001
C 2.098 0.438 1.608 0.035
C 2.176 -0.803 2.268 0.226
C 1.349 -1.854 1.827 0.020
N 0.398 -1.690 0.947 0.195
N 0.220 -0.450 0.406 0.233
B -0.935 -0.234 -0.542 -0.038
N -1.247 -1.598 -1.276 0.007
N -1.986 -2.480 -0.596 0.001
C -2.136 -3.684 -1.064 0.001
C -1.494 -4.088 -2.258 0.004
C -0.776 -3.189 -2.980 0.002
C -0.096 -3.532 -4.266 -0.001
C -0.707 -1.860 -2.469 0.013
S -0.008 -0.599 -3.400 0.003
C -3.039 -4.636 -0.296 0.000
C -4.234 -5.003 -1.188 0.000
C -3.542 -3.980 0.986 0.000
C -2.257 -5.905 0.069 0.000
N -2.256 0.073 0.293 0.014
N -2.270 -0.215 1.585 -0.003
C -3.374 -0.046 2.268 0.003
C -4.565 0.345 1.623 -0.004
C -4.555 0.653 0.292 0.003
C -5.765 1.130 -0.442 -0.001
C -3.306 0.563 -0.373 0.000
S -3.073 1.103 -1.987 -0.024
C -3.267 -0.313 3.766 0.000
C -3.180 -1.827 3.988 0.000
C -4.474 0.245 4.522 0.000
C -1.992 0.350 4.301 0.000
C 1.092 0.586 0.687 0.135
S 0.972 1.962 -0.395 0.011
C 1.478 -3.286 2.340 -0.005
C 1.481 -4.239 1.139 0.000
C 0.264 -3.584 3.228 -0.001
C 2.761 -3.500 3.143 0.002
H 3.128 1.738 2.957 -0.001
H 4.132 1.097 1.665 -0.001
H 2.978 2.400 1.324 -0.001
H 2.944 -0.965 3.009 0.016
H -1.594 -5.107 -2.610 0.000
H -0.237 -4.585 -4.508 0.000
H -0.485 -2.919 -5.080 0.000
H 0.972 -3.319 -4.195 0.000
H -4.803 -4.111 -1.460 0.000
H -3.913 -5.495 -2.109 0.000
H -4.899 -5.687 -0.658 0.000
H -4.120 -3.078 0.775 0.000
H -4.177 -4.683 1.529 0.000
H -2.706 -3.693 1.626 0.000
H -1.897 -6.435 -0.815 0.000
H -1.397 -5.665 0.697 0.000
H -2.905 -6.589 0.621 0.000
H -5.483 0.444 2.186 0.000
H -6.640 1.126 0.206 0.000
H -5.604 2.139 -0.826 0.000
H -5.956 0.497 -1.311 0.000
H -4.068 -2.336 3.603 0.000
H -2.303 -2.231 3.482 0.000
H -3.097 -2.045 5.056 0.000
H -5.400 -0.268 4.254 0.000
H -4.324 0.103 5.593 0.000
H -4.603 1.315 4.341 0.000
H -1.108 -0.033 3.789 0.000
H -2.028 1.434 4.161 0.000
H -1.893 0.150 5.370 0.000
H 0.561 -4.131 0.563 0.000
H 2.318 -4.017 0.474 0.000
H 1.567 -5.273 1.487 0.000
H -0.653 -3.479 2.644 0.001
H 0.318 -4.605 3.618 0.000
H 0.214 -2.895 4.075 0.000
H 3.646 -3.259 2.549 0.001
H 2.779 -2.903 4.057 0.000
H 2.833 -4.549 3.436 0.000
C 0.126 3.549 2.529 0.002
C -0.866 2.851 1.606 0.002
C -2.271 3.420 1.795 0.001
C -0.468 2.989 0.142 0.024
H -0.231 3.523 3.561 0.000
H 0.246 4.598 2.243 0.000
H 1.105 3.073 2.504 0.001
H -0.883 1.787 1.856 0.001
H -2.287 4.493 1.587 0.000
H -2.607 3.276 2.824 0.000
H -2.992 2.939 1.131 0.000
H -0.180 4.010 -0.114 0.001
H -1.337 2.757 -0.497 0.002
C 4.302 5.803 -1.655 0.000
C 3.841 4.387 -1.344 0.000
C 4.436 3.381 -2.317 0.000
N 3.956 2.044 -2.022 0.000
C 3.653 1.116 -2.931 0.000
S 3.746 1.289 -4.573 0.000
N 3.168 -0.085 -2.376 0.002
C 3.650 -0.885 -1.366 0.001
O 2.972 -1.800 -0.939 0.000
C 5.041 -0.649 -0.859 0.000
C 6.082 -0.234 -1.686 0.000
C 7.363 -0.100 -1.171 0.000
C 7.609 -0.371 0.168 0.000
C 6.576 -0.805 0.990 0.000
C 5.300 -0.958 0.472 0.003
H 3.907 6.514 -0.929 0.000
H 3.957 6.111 -2.644 0.000
H 5.392 5.879 -1.640 0.000
H 2.751 4.324 -1.408 0.000
H 4.124 4.116 -0.320 0.000
H 5.531 3.400 -2.271 0.000
H 4.144 3.616 -3.340 0.000
H 3.745 1.828 -1.059 0.000
H 2.344 -0.450 -2.844 0.000
H 5.904 -0.042 -2.738 0.000
H 8.172 0.212 -1.819 0.000
H 8.608 -0.257 0.569 0.000
H 6.769 -1.032 2.031 0.000
H 4.480 -1.311 1.085 0.003
F -4.044 5.883 -5.911 0.001
C -3.023 5.290 -5.283 0.003
C -2.997 3.915 -5.138 0.000
F -4.000 3.175 -5.624 0.000
C -1.932 3.325 -4.488 0.003
F -1.932 1.977 -4.348 0.004
C -0.871 4.051 -3.957 0.004
S 0.484 3.272 -3.176 0.015
C -0.937 5.433 -4.111 0.002
F 0.038 6.207 -3.617 0.000
C -1.990 6.047 -4.765 0.000
F -2.020 7.379 -4.894 0.000
```

For the largest force on an atom, the calculation gives 0.53 eV Å⁻¹. Its frontier orbital gap (spin up / spin down) is 5.65 / 7.04 eV. The net charge is 0. The expectation value of S² is 3.8489. Its spin multiplicity is 4. For the LUMO energy (spin up / spin down), the calculation gives -0.3 / -0.3 eV. For the energy above the lowest of the compared OMol25 structures with the same formula, charge and spin, the calculation gives 0.534 eV.

***

# 2
Molecular formula: C48H63AsMgN4OP2SSe2Si2
Method: DFT, the ωB97M-V functional and the def2-TZVPD basis

Geometry as XYZ:
```
125
Properties=species:S:1:pos:R:3:lowdin_charge:R:1
Mg 1.706 -0.606 -0.671 0.298
Se -2.032 3.586 -4.927 0.229
P -2.487 3.177 -2.909 0.515
C -3.956 2.115 -2.778 -0.340
C -3.877 0.850 -2.210 -0.060
C -4.983 0.008 -2.226 -0.075
C -6.170 0.430 -2.799 -0.093
C -6.252 1.692 -3.379 -0.090
C -5.146 2.524 -3.383 -0.124
C -2.893 4.751 -2.086 -0.345
C -1.880 5.707 -2.035 -0.109
C -2.127 6.963 -1.509 -0.087
C -3.394 7.287 -1.041 -0.091
C -4.412 6.349 -1.109 -0.088
C -4.162 5.086 -1.631 -0.114
C -1.184 2.347 -1.984 -0.423
C -0.853 2.016 -0.651 -0.421
N 0.197 1.177 -0.731 -0.050
N 0.489 1.006 -2.009 -0.081
N -0.317 1.686 -2.780 0.009
P -1.461 2.413 0.998 0.528
Se -0.474 1.389 2.529 0.405
C -3.243 2.034 0.976 -0.328
C -4.230 2.967 0.691 -0.102
C -5.567 2.588 0.658 -0.083
C -5.921 1.274 0.912 -0.096
C -4.937 0.338 1.209 -0.084
C -3.606 0.715 1.246 -0.102
C -1.258 4.212 1.169 -0.345
C -2.026 4.945 2.071 -0.092
C -1.706 6.265 2.349 -0.089
C -0.595 6.851 1.757 -0.102
C 0.187 6.118 0.877 -0.090
C -0.148 4.806 0.576 -0.088
H -2.950 0.507 -1.768 0.090
H -4.902 -0.979 -1.790 0.097
H -7.031 -0.228 -2.809 0.096
H -7.172 2.017 -3.848 0.096
H -5.186 3.483 -3.887 0.098
H -0.897 5.459 -2.419 0.108
H -1.327 7.690 -1.457 0.103
H -3.585 8.267 -0.623 0.097
H -5.404 6.594 -0.749 0.099
H -4.961 4.358 -1.674 0.084
H -3.957 3.994 0.498 0.074
H -6.329 3.324 0.425 0.101
H -6.962 0.975 0.875 0.098
H -5.206 -0.693 1.406 0.104
H -2.834 -0.006 1.488 0.059
H -2.861 4.474 2.575 0.107
H -2.313 6.830 3.046 0.097
H -0.336 7.877 1.989 0.096
H 1.061 6.565 0.420 0.105
H 0.468 4.230 -0.105 0.115
C -2.074 -2.877 -1.739 -0.102
C -1.182 -1.997 -0.855 -0.541
C -1.504 -2.256 0.616 -0.102
C 0.310 -2.182 -1.120 -0.244
H -3.143 -2.686 -1.575 0.045
H -1.884 -3.934 -1.523 0.070
H -1.852 -2.710 -2.795 0.072
H -1.450 -0.951 -1.070 0.085
H -1.161 -3.263 0.885 0.059
H -2.582 -2.209 0.818 0.063
H -0.987 -1.541 1.262 0.045
H 0.481 -2.154 -2.210 0.023
H 0.603 -3.198 -0.808 0.018
S 3.521 -0.679 -2.580 0.446
C 2.850 -0.970 -4.183 -0.685
C 1.797 -0.226 -4.731 -0.125
C 1.320 -0.484 -6.008 -0.112
C 1.879 -1.486 -6.793 -0.147
C 2.929 -2.231 -6.269 -0.138
C 3.402 -1.979 -4.989 -0.150
H 1.345 0.564 -4.149 0.055
H 0.497 0.113 -6.385 0.092
H 1.504 -1.684 -7.790 0.076
H 3.383 -3.022 -6.859 0.081
H 4.215 -2.570 -4.584 0.083
O 1.016 -1.263 2.958 -0.086
C 0.923 -2.481 3.024 -0.531
C 0.067 -3.099 4.121 -0.093
C -0.648 -4.406 3.787 -0.200
C 0.235 -5.641 3.954 -0.216
C 1.640 -5.447 3.381 -0.186
C 1.644 -4.712 2.044 -0.186
N 1.610 -3.269 2.167 0.106
H -0.646 -2.315 4.374 0.118
H 0.713 -3.228 4.998 0.121
H -1.023 -4.352 2.762 0.092
H -1.529 -4.505 4.426 0.104
H -0.244 -6.491 3.459 0.103
H 0.312 -5.901 5.015 0.102
H 2.114 -6.423 3.253 0.106
H 2.269 -4.883 4.076 0.108
H 0.827 -5.077 1.407 0.119
H 2.569 -4.944 1.520 0.089
H 2.165 -2.723 1.505 0.055
C 6.623 -2.468 -0.948 -0.251
Si 5.044 -2.799 0.029 0.142
C 3.947 -3.910 -1.029 -0.234
C 5.566 -3.899 1.490 -0.239
As 4.041 -0.810 0.669 0.659
Si 4.478 -0.645 2.931 0.156
C 3.652 0.933 3.536 -0.245
C 4.027 -1.978 4.209 -0.218
C 6.346 -0.417 3.202 -0.258
H 7.024 -3.387 -1.389 0.013
H 7.386 -2.027 -0.300 0.011
H 6.396 -1.762 -1.749 -0.002
H 4.549 -4.690 -1.509 0.021
H 3.457 -3.320 -1.805 -0.021
H 3.173 -4.401 -0.436 -0.005
H 6.026 -4.818 1.107 0.019
H 4.701 -4.183 2.094 -0.010
H 6.287 -3.408 2.146 0.003
H 2.571 0.856 3.401 -0.019
H 4.005 1.797 2.967 0.019
H 3.860 1.108 4.598 0.019
H 2.957 -1.965 4.412 -0.001
H 4.551 -1.747 5.144 0.018
H 4.320 -2.981 3.898 -0.005
H 6.732 0.354 2.532 0.011
H 6.895 -1.340 2.996 -0.001
H 6.556 -0.122 4.236 0.011
```

For the largest force on an atom, the calculation gives 0.63 eV Å⁻¹. Its frontier orbital gap is 5.14 eV. The net charge is -2. For the LUMO energy, the calculation gives 3.6 eV. For the energy above the lowest of the compared OMol25 structures with the same formula, charge and spin, the calculation gives 0.965 eV.

***

# 3
Molecular formula: C48H68N4O3PS2
Method: DFT, the ωB97M-V functional and the def2-TZVPD basis

Geometry as XYZ:
```
126
Properties=species:S:1:pos:R:3:lowdin_charge:R:1
C -0.766 1.116 1.796 -0.051
C -0.318 -0.264 2.495 -0.382
N -1.164 -1.264 2.512 0.125
C 1.123 -0.294 3.170 -0.104
C 2.265 -1.050 2.349 -0.213
N 2.425 -0.385 1.007 0.117
C 2.490 -1.334 -0.170 -0.215
C 2.372 -0.429 -1.484 -0.141
C 3.075 -1.020 -2.786 -0.263
C 4.621 -1.370 -2.624 -0.563
S 5.439 -1.794 -4.258 0.654
C 1.480 -2.566 -0.087 -0.537
N 2.022 -3.621 -1.021 0.075
P -0.327 -2.065 -0.550 0.940
C -0.567 -2.055 -2.420 -0.275
O -1.306 -3.325 0.039 -0.314
N 1.369 -3.230 1.234 -0.012
C 2.175 -2.647 2.314 -0.647
S 1.471 -3.393 3.908 0.825
C 3.726 -3.170 2.349 -0.198
C 3.868 -4.763 2.292 -0.203
C 4.839 -5.213 1.072 -0.189
C 4.564 -6.783 0.847 -0.151
C 3.111 -7.081 0.227 -0.192
O 3.155 -8.002 -0.886 -0.057
C 3.471 -7.357 -2.107 -0.415
C 2.513 -6.285 -2.800 -0.005
O 4.564 -7.607 -2.642 0.080
H 0.043 1.546 1.114 0.067
H -1.787 1.039 1.315 0.068
H -0.868 1.875 2.659 0.095
H -0.691 -2.011 3.037 0.007
H 1.469 0.804 3.243 0.126
H 1.004 -0.633 4.249 0.112
H 3.239 -0.823 2.917 0.165
H 1.709 0.323 0.777 0.143
H 3.332 0.125 0.996 0.194
H 3.547 -1.762 -0.174 0.136
H 1.311 -0.134 -1.766 0.104
H 2.915 0.554 -1.241 0.135
H 2.508 -1.897 -3.269 0.098
H 3.022 -0.185 -3.578 0.126
H 4.686 -2.343 -2.006 0.057
H 5.237 -0.593 -2.070 0.083
H 6.686 -2.357 -4.021 -0.122
H 1.755 -3.426 -1.991 0.054
H 3.044 -3.695 -0.940 0.052
H -1.536 -1.465 -2.613 0.060
H -0.799 -3.127 -2.749 0.060
H 0.287 -1.590 -3.009 0.026
H -2.015 -2.960 0.613 0.048
H 1.424 -4.251 1.176 0.109
H 1.987 -2.671 4.968 -0.085
H 4.398 -2.627 1.611 0.107
H 4.095 -2.853 3.393 0.109
H 2.888 -5.332 2.314 0.089
H 4.439 -5.092 3.237 0.129
H 5.947 -5.053 1.333 0.124
H 4.652 -4.630 0.113 0.086
H 5.373 -7.247 0.182 0.129
H 4.588 -7.264 1.884 0.119
H 2.470 -7.586 1.034 0.139
H 2.562 -6.096 -0.007 0.097
H 3.072 -5.302 -2.885 0.074
H 2.090 -6.642 -3.794 0.102
H 1.632 -6.124 -2.078 0.077
C -0.621 -2.331 -6.919 -0.089
C -1.012 -1.153 -7.547 -0.085
C -0.116 -0.095 -7.664 -0.086
C 1.175 -0.219 -7.160 -0.094
C 1.567 -1.398 -6.535 -0.109
C 0.668 -2.453 -6.411 -0.106
H -1.322 -3.154 -6.826 0.104
H -2.017 -1.059 -7.946 0.085
H -0.423 0.826 -8.148 0.104
H 1.876 0.604 -7.255 0.102
H 2.575 -1.495 -6.144 0.081
H 0.972 -3.371 -5.919 0.096
C -3.237 4.370 -0.485 -0.101
C -3.464 3.011 -0.289 -0.116
C -4.358 2.588 0.690 -0.107
C -5.033 3.525 1.466 -0.089
C -4.809 4.884 1.268 -0.091
C -3.908 5.306 0.295 -0.097
H -2.537 4.699 -1.245 0.100
H -2.942 2.281 -0.899 0.095
H -4.530 1.529 0.847 0.100
H -5.734 3.196 2.225 0.104
H -5.337 5.614 1.872 0.104
H -3.730 6.365 0.145 0.103
C 1.228 4.983 4.861 -0.102
C 0.624 4.724 3.634 -0.117
C -0.574 5.348 3.301 -0.097
C -1.164 6.239 4.192 -0.083
C -0.559 6.500 5.417 -0.080
C 0.635 5.869 5.754 -0.087
H 2.160 4.493 5.122 0.096
H 1.088 4.034 2.936 0.083
H -1.047 5.142 2.347 0.094
H -2.095 6.730 3.931 0.103
H -1.018 7.196 6.111 0.087
H 1.103 6.069 6.711 0.104
C -5.769 -1.523 -8.648 -0.091
C -6.521 -2.674 -8.435 -0.091
C -6.414 -3.363 -7.232 -0.093
C -5.562 -2.895 -6.236 -0.099
C -4.813 -1.742 -6.448 -0.108
C -4.913 -1.058 -7.655 -0.112
H -5.851 -0.988 -9.588 0.103
H -7.191 -3.034 -9.209 0.103
H -6.995 -4.263 -7.069 0.102
H -5.482 -3.430 -5.296 0.098
H -4.149 -1.377 -5.671 0.095
H -4.325 -0.162 -7.821 0.095
C -4.147 9.756 7.876 -0.096
C -4.412 9.957 9.226 -0.094
C -3.387 9.852 10.161 -0.093
C -2.094 9.556 9.743 -0.096
C -1.827 9.359 8.392 -0.105
C -2.854 9.455 7.459 -0.106
H -4.947 9.835 7.148 0.100
H -5.419 10.195 9.551 0.102
H -3.596 10.003 11.214 0.102
H -1.293 9.479 10.471 0.101
H -0.818 9.129 8.067 0.095
H -2.648 9.295 6.406 0.092
```

For the largest force on an atom, the calculation gives 3.74 eV Å⁻¹. Its frontier orbital gap is 7.34 eV. The net charge is +1. For the LUMO energy, the calculation gives -3.2 eV.

***

- Which value of net charge does entry 1 give?
  0